C5H13N3O | ωB97M-V/def2-TZVPD

Properties
E_LUMO: 0.0348 Ha
F_max: 0.8 eV/Å
electronic energy: -11910.3259 eV
orbital gap: 8.8 eV
SMILES: C=CN(C)O.C/C=N/N

```
22
Properties=species:S:1:pos:R:3:forces:R:3
C -2.1699 0.4117 0.1387 -0.03 -0.05 -0.04
N -1.6199 -0.5658 1.0450 -0.07 -0.08 -0.18
C -0.4935 -0.2771 1.7777 -0.06 -0.38 0.03
C -0.0112 0.9292 2.0613 0.11 0.26 0.00
O -1.6643 -1.8685 0.5284 -0.07 -0.24 0.06
H -1.0200 -1.9391 -0.2117 0.05 0.30 0.19
H -0.0388 -1.1657 2.1960 0.00 -0.07 0.01
H -2.4207 1.3069 0.7025 -0.03 0.08 0.00
H -3.0820 -0.0043 -0.2858 0.02 0.05 0.03
H -1.4731 0.6670 -0.6699 -0.02 0.03 0.03
H -0.4425 1.8373 1.6820 -0.13 0.19 -0.13
H 0.8222 1.0342 2.7314 0.15 -0.07 0.14
C 1.7814 1.5134 -0.9971 0.08 0.06 -0.03
N 0.4499 -1.8603 -1.4534 0.02 -0.73 0.33
C 1.6049 0.0409 -0.9494 0.13 -0.25 0.20
N 0.6748 -0.5199 -1.5914 -0.18 0.65 -0.46
H 1.2252 -2.4036 -1.0674 -0.08 0.11 -0.22
H 0.0826 -2.2508 -2.3118 0.19 0.05 0.09
H 2.3061 -0.5267 -0.3239 -0.12 -0.11 0.00
H 1.6362 1.9273 0.0000 0.01 0.07 0.03
H 1.0610 1.9535 -1.6803 -0.04 0.05 -0.04
H 2.7916 1.7603 -1.3210 0.07 0.09 -0.03
```
Positions in Å, forces in eV/Å.

Atomic partial charges in e from the Löwdin method, atoms 1 to 6: number 1, C, carries -0.0616; number 2, N, carries -0.2431; number 3, C, carries -0.2122; number 4, C, carries -0.0264; number 5, O, carries -0.0537; number 6, H, carries 0.0422

C5H13N3O2 | ωB97M-V/def2-TZVPD

Properties
E_LUMO: 0.0228 Ha
F_max: 1.7 eV/Å
electronic energy: -13960.6078 eV
orbital gap: 9.2 eV
SMILES: NCCc1c[nH]cn1.O.O

```
23
Properties=species:S:1:pos:R:3:forces:R:3
C 0.7561 -1.2146 1.9910 -0.88 -0.13 -1.30
C 0.8823 -0.2444 0.7651 -1.29 -0.15 1.06
C -0.0644 -0.3417 -0.3963 -0.27 -1.08 -0.17
C -1.2439 -1.0266 -0.5471 -0.48 -0.03 -0.28
N -1.7429 -0.6680 -1.7804 0.24 -0.34 -0.44
C -0.8198 0.1119 -2.3737 0.05 0.55 0.21
N 0.1672 0.3610 -1.5595 0.81 0.17 0.18
N -0.5826 -1.7575 2.2527 1.46 -0.21 0.78
H 1.1320 -0.6609 2.8479 0.13 -0.24 0.15
H 1.3566 -2.1000 1.7906 0.38 0.10 0.28
H 1.9064 -0.3107 0.4438 0.17 0.52 -0.03
H 0.5976 0.7231 1.1919 0.84 0.35 -0.21
H -1.8161 -1.7729 -0.0282 0.20 0.22 0.46
H -2.5763 -1.0306 -2.2019 -0.07 -0.06 -0.04
H -0.8786 0.5173 -3.3699 -0.27 -0.07 -0.05
H -1.3036 -1.0674 2.2510 -0.49 0.08 -0.35
H -0.6927 -2.5432 1.6364 -0.78 0.15 -0.05
H 2.6119 1.9709 -0.9003 -0.30 -0.33 -0.21
H 3.0264 0.4714 -0.8293 -0.27 0.28 -0.36
O 3.2199 1.3498 -0.4952 0.79 0.25 0.31
H -1.1346 3.6251 0.2974 -0.03 -0.08 0.12
H -1.3812 2.8492 -0.9719 0.05 -0.23 -0.02
O -1.4194 2.7587 -0.0140 0.00 0.28 -0.03
```
Positions in Å, forces in eV/Å.

Atomic partial charges in e from the Löwdin method, atoms 1 to 6: number 1, C, carries -0.2483; number 2, C, carries -0.1300; number 3, C, carries -0.2899; number 4, C, carries -0.0669; number 5, N, carries 0.0479; number 6, C, carries -0.2187

C5H13N4 | ωB97M-V/def2-TZVPD

Properties
E_LUMO: -0.1175 Ha
F_max: 4.7 eV/Å
electronic energy: -11342.1364 eV
total charge: +1
orbital gap: 9.1 eV

```
22
Properties=species:S:1:pos:R:3:forces:R:3
C 2.1055 1.0163 0.1511 0.44 1.44 -2.14
C -0.9365 -1.0283 -0.2277 -0.68 0.62 -0.03
C -0.6137 0.4704 -0.0190 -1.79 -0.87 -0.25
C -0.6812 0.8851 1.4872 -0.38 0.75 -3.74
C 1.9069 -1.5250 -0.0329 -2.30 -2.55 3.27
N 0.8708 0.6322 -0.6492 -1.65 2.24 -0.49
N -2.1942 -1.1992 -0.4826 -0.78 2.69 0.67
N -1.5020 1.3218 -0.8171 0.04 1.01 1.19
N 1.9757 -0.2477 -0.5926 2.64 0.30 -0.87
H 1.9414 0.8596 1.1735 -0.73 -0.64 1.44
H -0.3206 1.8576 1.5498 0.68 2.24 -0.29
H -0.0063 0.4225 2.0888 1.05 -2.33 1.99
H -1.7070 1.0104 1.7140 -0.95 -0.82 0.86
H 2.5637 -2.3026 -0.3645 0.61 0.22 -1.03
H 2.1190 -1.4131 1.0376 -0.11 -0.18 -0.10
H 0.8379 -1.8553 -0.1106 1.07 -0.14 0.06
H 0.7041 1.1069 -1.5789 0.58 -0.48 1.15
H -2.5687 -2.0779 -0.6349 -0.50 -2.26 -0.28
H -2.9768 -0.4672 -0.4515 1.56 -0.87 -0.06
H -2.2089 1.9415 -0.3231 1.84 -0.97 -0.55
H -1.9910 0.8769 -1.5819 0.38 -0.16 -0.07
H 2.6821 -0.2847 -1.3355 -1.02 0.75 -0.73
```
Positions in Å, forces in eV/Å.

Atomic partial charges in e from the Löwdin method, atoms 1 to 6: number 1, C, carries 0.0241; number 2, C, carries -0.0257; number 3, C, carries -0.4214; number 4, C, carries 0.0254; number 5, C, carries -0.0455; number 6, N, carries 0.0334

> Number 2 is which compound?

C5H13N3O2